Computed, not measured: 9 unconnected molecules or ions with the total composition C45H77N6O7PS, with the ωB97M-V functional and the def2-TZVPD basis.

```
137
Properties=species:S:1:pos:R:3:forces:R:3:lowdin_spin:R:1
C -2.722095 2.510966 -3.528741 -0.600 1.205 1.367 0.02
C -3.337145 1.452356 -2.594061 0.577 -1.272 -1.201 0.07
C -2.370165 0.471896 -1.927581 1.770 -0.360 0.693 0.01
C -2.455545 0.337196 -0.409021 -0.893 1.339 0.907 0.03
P -2.075855 1.778596 0.664789 -0.369 0.476 -0.743 0.01
C -1.579765 1.322436 2.321629 -1.322 -0.798 0.658 0.00
C -2.444705 0.177106 3.038389 1.756 -0.033 0.830 0.01
C -1.862845 -0.003084 4.479159 1.073 1.207 0.006 0.00
C -2.479055 -0.780734 5.630629 -1.098 0.452 -0.191 0.01
C -0.550315 2.497526 0.009959 -1.321 0.813 -1.324 0.00
C -0.054535 3.776046 0.642929 0.827 0.920 0.404 0.00
C 0.851395 4.686356 -0.297751 -0.678 -0.710 1.693 0.00
C 0.225215 5.411686 -1.491481 0.197 -0.345 -0.152 0.00
C -3.482415 3.042116 0.624989 1.909 -0.538 1.012 0.03
C -4.827865 2.636816 1.235049 -0.135 1.266 0.344 0.15
C -5.000525 2.997676 2.747799 -0.943 0.249 0.331 0.04
C -4.796515 4.494086 3.212399 0.121 -1.660 -1.261 0.03
H -1.918525 3.121896 -3.117481 0.477 -0.405 0.378 0.00
H -3.511905 3.262166 -3.526291 -0.177 0.163 -1.031 0.02
H -2.395705 2.208166 -4.523671 -0.371 -0.276 0.143 0.00
H -3.906695 0.833056 -3.287021 -0.327 -0.086 0.031 0.02
H -4.119365 1.793206 -1.915801 0.331 0.493 0.146 0.04
H -1.313045 0.662976 -2.112231 0.030 0.478 -0.592 0.00
H -2.480545 -0.547484 -2.297411 -0.316 -0.038 -0.085 0.00
H -1.794395 -0.337484 0.134859 -0.173 -0.979 -0.753 0.00
H -3.521335 0.156496 -0.269261 -0.135 -0.542 0.922 0.03
H -1.619135 2.301346 2.799399 -0.751 0.123 0.656 0.00
H -0.495285 1.215426 2.345209 0.201 -1.166 -0.376 0.00
H -2.269445 -0.801114 2.590649 -0.124 0.255 -0.743 0.00
H -3.514585 0.384066 3.013609 0.069 0.148 0.046 0.02
H -1.656765 1.024916 4.777239 -0.148 0.151 0.573 0.00
H -0.854655 -0.417384 4.481919 0.209 0.056 -1.167 0.00
H -3.201175 -1.510574 5.264609 0.143 -0.329 0.198 0.00
H -3.022345 -0.109574 6.295819 -0.182 -0.064 0.051 0.00
H -1.686255 -1.234514 6.225309 -0.200 -0.247 -0.093 0.00
H -0.941905 2.762016 -0.972281 0.134 0.202 -0.588 0.00
H 0.215035 1.754526 -0.214271 0.095 -0.244 0.573 0.00
H 0.519395 3.522446 1.534219 0.569 -0.169 -0.355 0.00
H -0.803705 4.379166 1.155859 -0.769 0.138 -0.697 0.00
H 1.702775 4.035336 -0.496351 0.128 0.153 -0.744 0.00
H 1.251015 5.430436 0.391279 0.083 0.183 -0.045 0.00
H -0.654025 6.004256 -1.238701 -0.076 -0.136 0.291 0.00
H -0.051415 4.762576 -2.322281 -0.082 -0.238 0.071 0.00
H 0.938265 6.120356 -1.912731 0.163 0.003 0.057 0.00
H -3.390585 3.492426 -0.363391 -0.756 -0.385 -0.414 0.02
H -3.155385 3.868856 1.255579 0.459 0.027 0.076 0.00
H -5.191375 1.632966 1.015439 0.344 -0.325 0.096 0.08
H -5.566495 3.263416 0.735139 -0.157 0.123 -0.250 0.06
H -4.482475 2.338976 3.444819 0.285 -0.091 -0.201 0.00
H -6.058535 2.784076 2.899739 -0.156 -0.222 0.204 0.03
H -5.473705 5.113296 2.624089 0.403 0.265 -0.183 0.01
H -3.738885 4.655066 3.003619 -0.077 0.960 0.232 0.00
H -5.029975 4.684526 4.259929 0.173 -0.400 0.052 0.00
C 1.996995 -0.952664 -0.638971 0.597 -0.910 -1.534 0.00
C 1.216415 -1.064024 0.673559 -0.891 1.949 -0.165 0.00
C 0.830345 -2.485614 1.143069 0.651 0.120 -0.497 0.00
O 1.643885 -0.145784 1.596919 1.065 -0.309 1.148 0.00
H 2.251595 0.036566 -1.019391 -0.328 0.684 0.872 0.00
H 1.414385 -1.307254 -1.489231 -0.455 -0.555 -0.076 0.00
H 2.960415 -1.445574 -0.769221 -0.178 -0.373 0.542 0.00
H 0.272105 -0.620314 0.358119 -1.169 -0.280 -0.560 0.00
H 1.640805 -2.958084 1.698079 0.095 -0.118 -0.068 0.00
H 0.586825 -3.078184 0.261219 0.206 -0.268 -0.171 0.00
H -0.077975 -2.552834 1.741839 0.031 0.556 0.293 0.00
O 5.851945 -2.413574 2.703439 -0.598 0.623 0.372 0.00
C 5.033855 -1.661954 2.158899 2.672 -2.314 -2.401 0.00
N 4.168325 -0.888044 2.765589 0.086 0.453 0.758 0.00
C 5.003765 -1.661594 0.577689 -0.178 1.322 0.839 0.00
H 3.423685 -0.460144 2.234079 -1.127 0.335 -0.039 0.00
H 4.217835 -0.875424 3.774299 -0.296 0.072 -0.162 0.00
H 5.925815 -1.591764 0.000589 0.745 -0.643 0.968 0.00
H 4.610205 -0.689104 0.281939 -0.991 -0.388 -0.193 0.00
H 4.465805 -2.532634 0.203529 -0.254 0.312 0.100 0.00
O 4.113625 3.962876 2.188389 -0.274 -0.418 -1.039 0.00
C 3.588385 2.941436 1.731579 0.432 0.255 1.020 0.00
N 2.515475 2.395796 2.371339 0.388 0.582 -0.532 0.00
C 4.150755 2.161886 0.525599 -0.408 0.812 0.251 0.00
H 1.979035 3.016006 2.960979 0.454 -0.259 0.221 0.00
H 2.148485 1.495346 2.098199 -0.535 -0.744 -0.459 0.00
H 4.601365 2.854146 -0.185621 0.136 0.231 0.289 0.00
H 3.360795 1.657486 -0.030851 0.084 -0.396 0.391 0.00
H 4.937835 1.487756 0.863469 -0.211 -0.157 -0.028 0.00
N 2.849535 -5.282744 6.179009 -2.924 -0.912 -1.735 0.00
C 3.072425 -4.482364 5.097279 -0.043 0.256 2.809 0.00
C 2.105365 -3.628754 4.565019 -0.335 -0.510 -0.541 0.00
C 0.792655 -3.775534 4.955899 0.256 0.321 1.046 0.00
C 0.483775 -4.681214 5.986099 0.007 -0.547 -1.029 0.00
C 1.472205 -5.513264 6.468169 2.816 1.600 -0.352 0.00
H 4.119285 -4.341874 4.872019 0.113 -0.029 -0.307 0.00
H 2.351435 -2.864134 3.843079 0.213 -0.127 -0.204 0.00
H 0.050665 -3.103224 4.551129 -0.193 -0.028 -0.018 0.00
H -0.536855 -4.817114 6.312039 -0.110 -0.031 -0.001 0.00
H 1.238855 -6.315244 7.152839 0.231 0.095 0.291 0.00
N -0.709645 -6.089284 -4.774211 -0.098 0.431 0.648 0.00
C -0.136815 -4.977804 -4.288121 1.264 -0.829 1.936 0.00
C 0.401085 -4.928034 -2.963271 -1.256 -1.484 0.562 0.00
C 0.217095 -6.051174 -2.132421 0.043 0.121 -0.594 0.00
C -0.426345 -7.177114 -2.628981 1.044 0.222 -0.139 0.00
C -0.843525 -7.138654 -3.927711 -0.861 0.830 -0.909 0.00
H 0.044525 -4.101054 -4.892131 -0.373 -0.135 -0.570 0.00
H 0.843275 -4.104134 -2.422851 0.114 0.583 -0.788 0.00
H 0.558215 -6.089944 -1.108441 0.182 0.376 0.054 0.00
H -0.453595 -8.133944 -2.128841 -0.342 0.195 0.480 0.00
H -1.475315 -7.954374 -4.246841 0.255 -0.240 -0.653 0.00
N 0.849505 2.420386 -6.035441 -0.773 -1.620 -0.521 0.00
C 0.884355 1.981226 -4.757451 0.619 -0.167 -1.690 0.00
C 0.381285 0.751206 -4.431851 -0.494 -0.612 1.668 0.00
C -0.352775 -0.037254 -5.295751 0.278 -0.281 -0.717 0.00
C -0.434145 0.345496 -6.613441 1.248 2.113 -0.121 0.00
C 0.258015 1.569956 -6.928641 -0.693 0.279 0.954 0.00
H 1.499925 2.554976 -4.080471 -0.264 0.174 0.281 0.00
H 0.494585 0.370936 -3.427381 0.173 0.131 0.235 0.00
H -0.756455 -0.996494 -5.007141 -0.113 0.036 0.356 0.00
H -0.967675 -0.233364 -7.352811 0.124 0.094 -0.150 0.00
H 0.265455 1.956376 -7.937111 -0.028 -0.150 -0.218 0.00
N -2.754055 -4.944014 -0.404091 -1.640 -0.092 -0.266 0.00
C -3.831635 -4.630994 -1.164981 1.355 1.402 -0.013 0.01
C -4.618765 -3.476864 -0.922251 0.726 -0.961 0.127 0.03
C -4.348915 -2.777464 0.215549 0.492 -0.102 1.690 0.06
C -3.390625 -3.240134 1.169389 -1.318 1.366 -1.836 0.01
C -2.617945 -4.285514 0.753839 0.540 -0.547 0.258 0.00
H -3.846445 -5.125964 -2.124761 -0.383 -0.352 -0.016 0.00
H -5.375525 -3.021294 -1.543681 -0.047 -0.603 -0.565 0.03
H -4.923145 -1.874424 0.361119 0.005 0.279 0.416 0.06
H -3.192225 -2.644014 2.047849 0.013 -0.311 0.200 0.00
H -1.813055 -4.616274 1.393479 0.291 -0.133 -0.003 0.00
C 4.586825 4.041316 -3.365651 -1.357 2.983 -1.068 0.00
C 5.853315 3.716986 -4.067161 0.615 -0.795 -0.823 0.00
O 6.208625 2.552816 -3.449381 0.160 -4.857 2.560 0.00
S 4.806885 1.552736 -3.189911 1.340 1.129 -3.375 0.00
O 4.953425 0.653846 -2.095141 0.001 1.285 -0.385 0.00
O 4.413825 1.018156 -4.496101 0.588 0.996 2.387 0.00
O 3.949355 2.893556 -2.909311 -0.399 -2.230 1.016 0.00
H 3.901385 4.494146 -4.082041 -0.144 0.238 0.089 0.00
H 4.740505 4.758816 -2.559621 -0.003 -0.340 0.302 0.00
H 6.691735 4.388156 -3.880891 -0.373 0.374 -0.227 0.00
H 5.789145 3.389876 -5.104931 -0.486 1.147 -0.519 0.00
```
Forces are in eV/Å.

Computed properties:
- Molar mass: 877.19 g mol⁻¹
- Orbital gap (alpha / beta): 2.13 / 7.24 eV
- HOMO level (alpha / beta): -0.220 / -5.345 eV
- Total charge: -1
- Expectation value of S²: 0.75
- Multiplicity: 2